{"formula": "C4H6N2", "method": "ωB97M-V/def2-TZVPD", "symbols": ["N", "N", "C", "C", "C", "C", "H", "H", "H", "H", "H", "H"], "xyz": [[-0.334, -1.192, -0.002], [2.768, 0.117, -1.029], [-1.255, -0.092, -0.350], [-0.375, 0.889, 0.449], [0.673, -0.251, 0.517], [1.845, -0.036, -0.346], [-0.771, 1.156, 1.431], [-0.055, 1.791, -0.075], [-2.272, -0.248, 0.026], [1.035, -0.514, 1.518], [-1.306, 0.145, -1.420], [-0.026, -1.772, -0.775]], "total_energy_ev": -7224.057, "relative_energy_kj_mol": 148.04, "max_force_ev_per_a": 1.23, "lumo_ha": 0.035, "smiles": "N#C[C@H]1CCN1", "homo_energy_ev": -9.733}

***

{"formula": "C4H6N2", "method": "ωB97M-V/def2-TZVPD", "symbols": ["N", "N", "C", "C", "C", "C", "H", "H", "H", "H", "H", "H"], "xyz": [[2.038, 0.018, 0.096], [-0.155, -1.259, -0.201], [-1.478, 0.618, -0.194], [-1.368, -0.823, -0.292], [-0.250, 1.087, 0.122], [0.621, -0.097, 0.270], [-2.398, 1.174, -0.326], [0.055, 2.121, 0.266], [0.381, -0.689, 1.200], [-2.194, -1.520, -0.383], [2.454, -0.883, 0.301], [2.295, 0.252, -0.860]], "total_energy_ev": -7223.771, "relative_energy_kj_mol": 175.58, "max_force_ev_per_a": 2.02, "lumo_ha": 0.027, "smiles": "N[C@H]1C=CC=N1", "homo_energy_ev": -9.581}

***

{"formula": "C4H6N2", "method": "ωB97M-V/def2-TZVPD", "symbols": ["N", "N", "C", "C", "C", "C", "H", "H", "H", "H", "H", "H"], "xyz": [[-2.023, 0.291, -0.247], [1.545, 0.485, 0.187], [-0.653, 0.108, -0.028], [0.045, -1.146, -0.083], [0.288, 1.081, 0.153], [1.379, -0.872, 0.009], [0.192, 2.147, 0.302], [2.233, -1.539, -0.001], [2.265, 0.964, -0.331], [-2.376, 1.153, 0.143], [-0.402, -2.127, -0.173], [-2.596, -0.489, 0.039]], "total_energy_ev": -7225.007, "relative_energy_kj_mol": 56.39, "max_force_ev_per_a": 0.58, "lumo_ha": 0.043, "smiles": "Nc1cc[nH]c1", "homo_energy_ev": -7.598}

***

{"formula": "C4H6N2", "method": "ωB97M-V/def2-TZVPD", "symbols": ["N", "N", "C", "C", "C", "C", "H", "H", "H", "H", "H", "H"], "xyz": [[0.937, -1.233, 0.204], [-2.465, -1.068, 0.817], [0.188, 0.775, -1.031], [0.122, 1.163, 0.409], [-1.465, -0.718, 0.348], [-0.118, -0.277, 0.009], [1.018, 1.372, 0.982], [0.914, -1.926, -0.539], [-0.575, 1.132, -1.715], [1.180, 0.652, -1.458], [-0.773, 1.702, 0.711], [0.827, -1.723, 1.086]], "total_energy_ev": -7224.222, "relative_energy_kj_mol": 132.07, "max_force_ev_per_a": 1.11, "lumo_ha": 0.034, "smiles": "N#CC1(N)CC1", "homo_energy_ev": -10.226}

***

{"formula": "C4H6N2", "method": "ωB97M-V/def2-TZVPD", "symbols": ["N", "N", "C", "C", "C", "C", "H", "H", "H", "H", "H", "H"], "xyz": [[1.973, -0.236, 0.667], [0.143, -1.013, -0.254], [-1.502, 0.850, -0.312], [-0.120, 0.334, -0.022], [1.396, -1.314, 0.151], [1.037, 0.739, 0.598], [-2.075, -0.064, -0.486], [-1.922, 1.405, 0.518], [1.178, 1.764, 0.910], [1.946, -2.235, 0.108], [-0.561, -1.628, -0.623], [-1.493, 1.397, -1.253]], "total_energy_ev": -7225.293, "relative_energy_kj_mol": 28.71, "max_force_ev_per_a": 1.85, "lumo_ha": 0.032, "smiles": "Cc1cnc[nH]1", "homo_energy_ev": -8.509}

***

{"formula": "C4H6N2", "method": "ωB97M-V/def2-TZVPD", "symbols": ["N", "N", "C", "C", "C", "C", "H", "H", "H", "H", "H", "H"], "xyz": [[2.013, 0.284, 0.089], [-0.351, -1.079, -0.011], [0.030, 0.210, -0.039], [-1.763, -0.881, -0.019], [0.936, 1.125, -0.172], [-1.871, 0.431, -0.081], [2.775, 0.775, 0.489], [0.099, -1.845, 0.452], [2.463, -0.404, -0.488], [-2.829, 0.942, -0.184], [-2.408, -1.750, -0.010], [0.906, 2.193, -0.026]], "total_energy_ev": -7219.763, "relative_energy_kj_mol": 562.35, "max_force_ev_per_a": 9.09, "lumo_ha": 0.039, "homo_energy_ev": -7.669}

***

{"formula": "C4H6N2", "method": "ωB97M-V/def2-TZVPD", "symbols": ["N", "N", "C", "C", "C", "C", "H", "H", "H", "H", "H", "H"], "xyz": [[-0.575, 1.130, -1.122], [-0.216, -0.255, 0.685], [1.112, -0.160, 0.081], [-1.289, -0.747, -0.197], [-1.394, 0.141, -1.433], [0.195, 1.006, 0.158], [1.924, -0.379, 0.771], [-0.321, 1.886, -1.742], [-2.243, -0.708, 0.346], [-1.105, -1.801, -0.425], [1.274, -0.509, -0.939], [0.314, 1.858, 0.838]], "total_energy_ev": -7222.229, "relative_energy_kj_mol": 324.34, "max_force_ev_per_a": 0.97, "lumo_ha": 0.038, "homo_energy_ev": -8.507}

***

{"formula": "C4H6N2", "method": "ωB97M-V/def2-TZVPD", "symbols": ["N", "N", "C", "C", "C", "C", "H", "H", "H", "H", "H", "H"], "xyz": [[2.918, 1.224, 0.027], [-0.165, -0.358, 0.656], [-1.479, -0.580, 0.044], [-1.032, 0.795, 0.342], [1.050, -0.537, -0.193], [1.946, 0.613, -0.104], [-1.516, -0.879, -1.004], [-1.445, 1.336, 1.197], [-0.756, 1.420, -0.508], [1.946, -1.242, 0.103], [-2.220, -1.058, 0.683], [0.752, -0.734, -1.244]], "total_energy_ev": -7222.968, "relative_energy_kj_mol": 253.04, "max_force_ev_per_a": 2.74, "lumo_ha": 0.031, "smiles": "N#CCN1CC1", "homo_energy_ev": -9.855}

***

{"formula": "C4H6N2", "method": "ωB97M-V/def2-TZVPD", "symbols": ["N", "N", "C", "C", "C", "C", "H", "H", "H", "H", "H", "H"], "xyz": [[-1.706, -0.770, 0.636], [-2.099, -0.079, 1.550], [0.722, -0.284, 1.109], [-0.266, -0.961, 0.254], [0.949, 1.175, -1.142], [0.585, 0.203, -0.086], [-2.348, -1.342, 0.041], [1.860, 1.713, -0.869], [0.148, 1.907, -1.291], [-0.131, -1.952, -0.195], [1.173, -0.275, 2.088], [1.113, 0.664, -2.096]], "total_energy_ev": -7220.852, "relative_energy_kj_mol": 457.25, "max_force_ev_per_a": 0.64, "lumo_ha": 0.036, "homo_energy_ev": -7.732}

***

{"formula": "C4H6N2", "method": "ωB97M-V/def2-TZVPD", "symbols": ["N", "N", "C", "C", "C", "C", "H", "H", "H", "H", "H", "H"], "xyz": [[2.350, 0.695, -0.254], [-1.409, 0.672, 1.155], [0.953, -1.139, -1.449], [-0.377, -1.177, -1.355], [1.725, -0.124, -0.785], [-0.501, 1.365, 1.709], [-2.251, 0.648, 1.735], [-0.612, 1.870, 2.675], [-0.934, -1.956, -1.868], [1.518, -1.867, -2.023], [0.463, 1.471, 1.207], [-0.927, -0.458, -0.747]], "total_energy_ev": -7223.563, "relative_energy_kj_mol": 195.64, "max_force_ev_per_a": 1.19, "lumo_ha": 0.026, "smiles": "C=CC#N.C=N", "homo_energy_ev": -10.263}

***

{"formula": "C4H6N2", "method": "ωB97M-V/def2-TZVPD", "symbols": ["N", "N", "C", "C", "C", "C", "H", "H", "H", "H", "H", "H"], "xyz": [[-0.811, 2.528, 0.937], [0.573, -0.600, 0.080], [-0.293, -0.773, 1.038], [0.577, 0.719, -0.446], [-0.459, 1.711, -0.137], [0.227, -0.441, -1.299], [-0.620, -1.910, 1.119], [0.128, -0.670, 2.019], [0.816, -0.809, -1.976], [-0.792, -0.526, -1.652], [-1.183, -0.097, 0.809], [1.838, 0.868, -0.492]], "total_energy_ev": -7218.876, "relative_energy_kj_mol": 647.85, "max_force_ev_per_a": 14.20, "lumo_ha": -0.018, "smiles": "CN1C[C@H]1C#N", "homo_energy_ev": -9.385}

***

{"formula": "C4H6N2", "method": "ωB97M-V/def2-TZVPD", "symbols": ["N", "N", "C", "C", "C", "C", "H", "H", "H", "H", "H", "H"], "xyz": [[2.641, 0.332, -1.051], [-0.330, -1.227, 0.111], [1.803, 0.014, -0.320], [-0.381, 0.870, 0.404], [-1.184, -0.151, -0.426], [0.668, -0.258, 0.580], [-0.010, 1.748, -0.127], [1.044, -0.463, 1.589], [-0.856, 1.166, 1.340], [-0.006, -1.926, -0.549], [-2.244, -0.263, -0.177], [-1.083, 0.011, -1.508]], "total_energy_ev": -7224.042, "relative_energy_kj_mol": 149.44, "max_force_ev_per_a": 1.00, "lumo_ha": 0.036, "smiles": "N#C[C@H]1CCN1", "homo_energy_ev": -9.806}

***

{"formula": "C4H6N2", "method": "ωB97M-V/def2-TZVPD", "symbols": ["N", "N", "C", "C", "C", "C", "H", "H", "H", "H", "H", "H"], "xyz": [[0.169, 3.152, 0.218], [-0.043, -1.690, 0.027], [0.712, 0.625, 0.695], [-0.378, -0.295, 0.228], [0.410, 2.038, 0.422], [-0.350, -0.856, -1.132], [-0.808, -2.301, 0.288], [1.635, 0.350, 0.178], [0.499, -0.672, -1.797], [-1.341, -0.752, -1.529], [0.868, 0.496, 1.766], [-1.371, -0.092, 0.643]], "total_energy_ev": -7223.898, "relative_energy_kj_mol": 163.32, "max_force_ev_per_a": 1.28, "lumo_ha": 0.033, "smiles": "N#CC[C@H]1CN1", "homo_energy_ev": -10.372}

***

{"formula": "C4H6N2", "method": "ωB97M-V/def2-TZVPD", "symbols": ["N", "N", "C", "C", "C", "C", "H", "H", "H", "H", "H", "H"], "xyz": [[1.340, -0.950, 0.134], [1.878, 0.180, 0.177], [1.241, 1.316, -0.047], [0.000, -1.339, -0.068], [-2.067, 0.282, 0.170], [-0.998, -0.467, 0.087], [-2.382, 1.017, -0.695], [1.950, -1.738, -0.039], [-0.122, -2.350, -0.409], [1.738, 2.240, -0.079], [-2.730, 0.381, 1.035], [0.150, 1.427, -0.265]], "total_energy_ev": -7221.399, "relative_energy_kj_mol": 404.46, "max_force_ev_per_a": 6.52, "lumo_ha": 0.031, "smiles": "C=C=CNN=C", "homo_energy_ev": -7.955}

***

{"formula": "C4H6N2", "method": "ωB97M-V/def2-TZVPD", "symbols": ["N", "N", "C", "C", "C", "C", "H", "H", "H", "H", "H", "H"], "xyz": [[2.011, 0.235, 0.091], [-0.301, -0.981, 0.245], [0.977, 1.250, -0.158], [0.378, 0.119, -0.019], [-2.036, 0.483, -0.346], [-1.764, -0.739, 0.101], [0.126, -1.859, -0.030], [2.577, -0.093, -0.686], [-2.320, -1.607, 0.473], [0.994, 2.314, -0.301], [2.478, 0.193, 0.995], [-3.119, 0.684, -0.366]], "total_energy_ev": -7218.257, "relative_energy_kj_mol": 707.65, "max_force_ev_per_a": 0.55, "lumo_ha": 0.005, "homo_energy_ev": -6.507}

***

{"formula": "C4H6N2", "method": "ωB97M-V/def2-TZVPD", "symbols": ["N", "N", "C", "C", "C", "C", "H", "H", "H", "H", "H", "H"], "xyz": [[2.759, 0.915, 0.586], [0.059, -0.930, -0.253], [1.357, -1.110, 0.053], [2.125, -0.029, 0.360], [-0.525, 0.074, 0.308], [-1.594, 0.861, -0.224], [-1.988, 0.330, -1.078], [-1.170, 1.801, -0.576], [-2.310, 1.107, 0.561], [-0.172, 0.395, 1.258], [1.813, -2.054, 0.081], [-0.354, -1.359, -1.075]], "total_energy_ev": -7222.642, "relative_energy_kj_mol": 284.49, "max_force_ev_per_a": 1.63, "lumo_ha": [0.014, 0.014], "homo_energy_ev": [-7.283, -7.283]}

***

{"formula": "C4H6N2", "method": "ωB97M-V/def2-TZVPD", "symbols": ["N", "N", "C", "C", "C", "C", "H", "H", "H", "H", "H", "H"], "xyz": [[3.183, -1.003, -0.075], [-3.698, 0.431, -0.092], [2.553, -0.031, -0.003], [-1.385, -0.744, 0.085], [1.846, 1.239, 0.033], [-2.704, -0.146, 0.011], [-0.688, 0.087, 0.002], [2.050, 1.774, 0.968], [-1.254, -1.266, 1.049], [2.123, 1.863, -0.824], [0.771, 1.057, -0.028], [-1.261, -1.421, -0.752]], "total_energy_ev": -7224.579, "relative_energy_kj_mol": 97.64, "max_force_ev_per_a": 1.77, "lumo_ha": 0.015, "smiles": "CC#N.CC#N", "homo_energy_ev": -11.892}

***

{"formula": "C4H6N2", "method": "ωB97M-V/def2-TZVPD", "symbols": ["N", "N", "C", "C", "C", "C", "H", "H", "H", "H", "H", "H"], "xyz": [[1.483, 0.122, 0.165], [-0.602, 1.091, -0.015], [0.758, 1.106, -0.079], [-1.412, 0.090, 0.010], [-2.333, -0.745, 0.043], [2.229, -0.820, 0.030], [1.079, 2.056, -0.396], [-2.801, -1.176, -0.780], [-2.588, -1.357, 0.866], [2.263, -1.200, -0.999], [2.886, -1.106, 0.860], [-0.962, 1.938, 0.295]], "total_energy_ev": -7202.548, "relative_energy_kj_mol": 197.78, "max_force_ev_per_a": 3.67, "lumo_ha": -0.406, "charge": 2, "homo_energy_ev": -22.000}

***

{"formula": "C4H6N2", "method": "ωB97M-V/def2-TZVPD", "symbols": ["N", "N", "C", "C", "C", "C", "H", "H", "H", "H", "H", "H"], "xyz": [[-0.658, 0.752, -1.087], [-0.363, -1.105, -2.581], [-0.868, 0.410, 0.305], [0.345, -0.075, 0.898], [1.454, -0.303, 1.446], [-0.557, -0.158, -1.957], [-1.199, 1.405, 0.707], [-0.224, -1.723, -3.323], [2.013, -1.242, 1.529], [-0.271, 1.723, -1.494], [2.147, 0.564, 1.679], [-1.830, -0.050, 0.357]], "total_energy_ev": -7201.704, "relative_energy_kj_mol": 279.20, "max_force_ev_per_a": 4.58, "lumo_ha": -0.430, "charge": 2, "homo_energy_ev": -21.129}

***

{"formula": "C4H6N2O", "method": "ωB97M-V/def2-TZVPD", "symbols": ["O", "N", "N", "C", "C", "C", "C", "H", "H", "H", "H", "H", "H"], "xyz": [[0.686, -0.034, -1.852], [-0.486, -0.158, -1.603], [2.447, -0.334, 0.818], [0.106, 0.298, 0.660], [-2.351, -0.088, 0.015], [1.418, 0.526, 0.526], [-0.870, 0.031, -0.190], [-2.789, -0.691, -0.787], [2.212, -1.317, 0.791], [-2.835, 0.895, -0.012], [3.320, -0.125, 0.356], [-2.583, -0.550, 0.978], [1.725, 1.547, 0.301]], "total_energy_ev": -9268.758, "relative_energy_kj_mol": 457.72, "max_force_ev_per_a": 0.61, "lumo_ha": -0.011, "smiles": "CC(=C=CN)N=O", "homo_energy_ev": -8.516}